{"formula": "C6H12", "method": "wB97M-V/def2-TZVPD", "elements": ["C", "C", "C", "C", "C", "C", "H", "H", "H", "H", "H", "H", "H", "H", "H", "H", "H", "H"], "positions_angstrom": [[0.291, 0.214, 1.782], [0.467, -0.315, 0.571], [1.839, -0.580, 0.010], [-0.667, -0.817, -0.260], [-2.047, -0.252, -0.233], [-1.193, -0.045, -1.425], [-0.699, 0.352, 2.208], [1.139, 0.538, 2.380], [1.938, -0.193, -1.009], [2.627, -0.140, 0.626], [2.019, -1.660, -0.037], [-0.619, -1.882, -0.425], [-2.893, -0.916, -0.334], [-2.211, 0.604, 0.396], [-0.778, 0.938, -1.559], [-1.468, -0.570, -2.325], [1.251, 2.565, -0.486], [1.004, 2.157, 0.119]], "forces_ev_per_angstrom": [[-0.01, 0.04, -0.23], [-0.04, -0.17, 0.47], [0.04, 0.02, -0.01], [0.11, -0.39, 0.09], [-0.31, 0.10, 0.48], [0.24, 0.26, -0.52], [0.10, -0.03, -0.07], [-0.10, -0.03, -0.07], [-0.06, -0.01, 0.07], [-0.13, -0.01, -0.03], [-0.04, 0.07, -0.05], [0.06, -0.28, -0.03], [0.04, -0.07, 0.12], [-0.13, 0.17, 0.18], [0.03, 0.23, -0.17], [0.15, -0.04, -0.14], [-0.25, -0.39, 0.68], [0.29, 0.54, -0.77]], "nbo_charge": [-0.414, 0.040, -0.645, -0.274, -0.413, -0.410, 0.200, 0.196, 0.218, 0.216, 0.218, 0.218, 0.216, 0.214, 0.215, 0.213, -0.014, 0.007], "energy_ev": -6414.394, "total_charge": 0, "smiles": "C=C(C)C1CC1.[H][H]", "de_lowest_kcal_mol": 58.7, "orbital_gap_ev": 10.5, "e_homo_ev": -9.242, "e_lumo_ev": 1.21}

{"formula": "C14H14F9O6RuTe", "method": "wB97M-V/def2-TZVPD", "elements": ["Ru", "O", "C", "O", "C", "C", "C", "C", "C", "O", "C", "C", "O", "O", "H", "H", "H", "H", "H", "H", "H", "H", "F", "C", "F", "F", "C", "O", "C", "F", "F", "F", "C", "F", "F", "F", "C", "Te", "C", "H", "H", "H", "H", "H", "H"], "positions_angstrom": [[0.435, -0.745, -0.438], [-2.421, 1.779, 0.501], [-1.966, 0.849, -0.102], [-1.067, 0.015, 0.449], [-2.380, 0.482, -1.506], [-2.279, -1.020, -1.745], [-2.957, -1.408, -3.052], [-1.948, -0.867, -4.106], [-0.870, -0.253, -3.222], [-0.865, -1.180, -2.089], [-1.377, 1.040, -2.570], [-0.253, 1.787, -1.912], [-0.169, 2.982, -1.847], [0.694, 0.964, -1.438], [-3.391, 0.855, -1.654], [-2.510, -1.633, -0.880], [-3.944, -0.958, -3.135], [-3.061, -2.488, -3.125], [-2.382, -0.122, -4.771], [-1.538, -1.674, -4.708], [0.126, -0.189, -3.646], [-1.849, 1.713, -3.283], [1.155, -3.538, -1.653], [0.755, -4.003, -0.460], [0.796, -5.331, -0.500], [-0.530, -3.638, -0.323], [1.637, -3.383, 0.667], [1.610, -2.016, 0.649], [3.117, -3.846, 0.460], [3.861, -3.486, 1.512], [3.264, -5.158, 0.286], [3.633, -3.239, -0.619], [1.148, -3.878, 2.069], [1.681, -3.126, 3.028], [1.496, -5.153, 2.298], [-0.180, -3.794, 2.186], [4.713, -0.332, 0.377], [3.053, 0.422, -0.696], [2.320, 1.331, 1.090], [4.376, -1.014, 1.153], [5.217, 0.526, 0.819], [5.383, -0.849, -0.305], [2.602, 2.380, 1.088], [2.770, 0.795, 1.921], [1.237, 1.271, 1.148]], "forces_ev_per_angstrom": [[2.22, 0.49, -0.31], [-0.14, 0.01, -0.02], [0.21, -0.44, 0.48], [-0.51, 0.59, 0.53], [-0.18, 0.06, -0.18], [-0.18, -0.15, -0.08], [0.11, 0.05, -0.11], [-0.08, -0.07, 0.11], [-0.11, 0.16, -0.01], [0.31, -0.52, 0.33], [-0.27, -0.01, -0.26], [0.90, -0.30, 0.28], [-0.06, 0.09, -0.18], [-1.17, 1.10, -0.25], [0.03, 0.04, -0.08], [0.05, -0.07, -0.02], [0.00, -0.01, 0.00], [-0.01, -0.01, 0.00], [0.01, -0.01, -0.01], [0.01, 0.00, -0.02], [0.04, -0.07, 0.05], [-0.12, -0.08, 0.02], [0.07, -0.11, -0.02], [0.01, 0.21, -0.06], [-0.05, -0.05, 0.09], [-0.04, 0.01, -0.02], [-0.01, -0.17, 0.39], [-1.23, -0.91, -0.70], [0.06, 0.23, -0.07], [0.00, 0.00, 0.03], [-0.02, -0.04, 0.01], [-0.01, 0.02, 0.00], [0.08, -0.07, -0.03], [0.03, 0.00, 0.02], [-0.04, 0.00, 0.00], [-0.02, 0.04, 0.00], [0.03, -0.22, 0.07], [0.01, 0.03, -0.08], [-0.06, 0.23, -0.02], [0.01, -0.01, 0.00], [0.05, -0.05, 0.00], [0.02, 0.00, 0.03], [0.06, -0.02, 0.07], [-0.01, 0.02, 0.02], [-0.04, 0.02, -0.02]], "lowdin_spin": [0.754, 0.016, 0.004, 0.038, 0.000, 0.001, 0.000, 0.000, -0.001, 0.006, 0.000, 0.003, 0.001, -0.003, 0.000, 0.000, 0.000, 0.000, 0.000, 0.000, 0.000, 0.000, 0.000, 0.001, 0.000, 0.004, 0.007, 0.047, 0.000, 0.000, 0.000, 0.000, 0.002, 0.000, 0.001, 0.000, 0.014, 0.095, 0.004, 0.001, 0.003, 0.000, 0.001, 0.000, 0.001], "energy_ev": -61361.528, "total_charge": 0, "de_lowest_kcal_mol": 36.8, "orbital_gap_ev": [7.1, 7.3], "spin_multiplicity": 2, "e_homo_ev": [-8.496, -8.787], "e_lumo_ev": [-1.36, -1.50]}

{"formula": "C33H35CaCl2N4O2SbSe4", "method": "wB97M-V/def2-TZVPD", "elements": ["Ca", "C", "C", "C", "C", "N", "C", "C", "C", "C", "C", "C", "N", "H", "H", "H", "H", "H", "H", "H", "H", "C", "C", "O", "C", "C", "C", "C", "C", "C", "O", "H", "H", "H", "H", "H", "H", "H", "C", "C", "N", "C", "C", "N", "H", "H", "H", "H", "H", "H", "Se", "Sb", "Se", "Se", "Se", "C", "C", "C", "C", "C", "C", "C", "C", "C", "C", "H", "H", "H", "H", "H", "H", "H", "H", "H", "H", "H", "H", "Cl", "C", "Cl", "H", "H"], "positions_angstrom": [[-1.002, 0.154, -0.312], [-5.020, -1.111, -1.956], [-4.670, -2.001, -2.948], [-3.393, -2.554, -2.945], [-2.516, -2.173, -1.943], [-2.863, -1.324, -0.968], [-4.083, -0.809, -0.971], [-1.089, -2.638, -1.962], [-0.741, -3.898, -2.441], [0.595, -4.255, -2.464], [1.545, -3.353, -2.013], [1.113, -2.122, -1.547], [-0.168, -1.775, -1.526], [-5.965, -0.586, -1.945], [-5.360, -2.234, -3.748], [-3.066, -3.206, -3.742], [-4.307, -0.070, -0.210], [-1.509, -4.583, -2.770], [0.889, -5.232, -2.826], [2.601, -3.583, -2.008], [1.793, -1.366, -1.171], [-0.762, -2.460, 3.450], [-1.239, -1.342, 2.539], [-0.623, -1.206, 1.477], [-2.359, -0.515, 2.953], [-3.073, -0.873, 4.122], [-4.170, -0.177, 4.549], [-4.603, 0.934, 3.793], [-3.943, 1.338, 2.674], [-2.776, 0.645, 2.213], [-2.161, 1.080, 1.199], [0.115, -2.910, 2.989], [-1.534, -3.220, 3.571], [-0.511, -2.088, 4.443], [-2.752, -1.735, 4.690], [-4.703, -0.478, 5.441], [-5.488, 1.477, 4.104], [-4.270, 2.166, 2.058], [1.092, 3.311, -0.979], [0.656, 3.012, 0.402], [1.044, 1.976, 1.162], [0.421, 2.114, 2.391], [-0.391, 3.203, 2.327], [-0.216, 3.760, 1.087], [1.376, 2.381, -1.466], [1.954, 3.980, -0.948], [0.271, 3.797, -1.503], [0.552, 1.367, 3.151], [-1.108, 3.589, 3.025], [-0.850, 4.417, 0.569], [-2.283, 5.091, -0.697], [-3.355, 3.311, -2.083], [-5.161, 2.210, -0.817], [-4.034, 4.142, -4.268], [-1.555, 1.611, -2.541], [3.877, 2.100, 0.058], [3.320, 0.907, 0.832], [3.787, 1.065, 2.296], [1.798, 0.786, 0.666], [3.859, -0.413, 0.287], [3.505, -1.612, 0.915], [3.976, -2.832, 0.467], [4.820, -2.895, -0.635], [5.168, -1.722, -1.278], [4.695, -0.498, -0.821], [3.464, 3.024, 0.459], [3.614, 2.051, -0.997], [4.966, 2.163, 0.149], [3.413, 2.008, 2.698], [4.876, 1.070, 2.382], [3.400, 0.260, 2.920], [1.467, -0.025, 1.328], [2.829, -1.586, 1.756], [3.674, -3.740, 0.975], [5.195, -3.848, -0.986], [5.809, -1.750, -2.150], [4.965, 0.400, -1.355], [2.526, 2.854, -5.510], [1.283, 2.015, -4.521], [2.012, 0.721, -3.557], [0.547, 1.582, -5.192], [0.813, 2.726, -3.849]], "forces_ev_per_angstrom": [[1.04, 0.44, -0.38], [-0.02, -0.03, 0.03], [0.01, 0.03, 0.04], [0.06, 0.09, 0.12], [0.25, -0.20, -0.24], [0.28, -0.35, -0.10], [-0.08, -0.08, 0.06], [-0.38, 0.02, -0.13], [0.00, 0.06, 0.05], [0.02, 0.02, 0.00], [0.07, -0.04, -0.04], [0.03, 0.03, -0.05], [-0.19, -0.39, -0.08], [0.00, -0.01, -0.02], [-0.04, -0.02, -0.03], [0.00, -0.01, -0.01], [-0.01, -0.13, -0.02], [-0.02, -0.02, 0.00], [0.03, -0.02, -0.01], [-0.04, -0.02, -0.02], [0.10, -0.02, 0.00], [0.03, -0.03, -0.01], [-0.21, 0.22, 0.15], [0.05, -0.34, 0.39], [0.09, -0.29, 0.17], [-0.08, 0.01, 0.07], [0.09, -0.08, 0.01], [-0.13, 0.13, 0.01], [0.09, -0.03, 0.03], [0.03, 0.00, 0.04], [-0.40, 0.21, 0.46], [-0.02, 0.00, 0.02], [-0.02, -0.03, -0.02], [0.02, 0.02, 0.01], [-0.01, -0.02, 0.03], [-0.02, -0.02, 0.03], [-0.04, 0.02, 0.03], [-0.03, 0.04, -0.01], [0.01, 0.10, 0.11], [-0.28, 0.00, -0.07], [0.38, -0.05, -0.11], [-0.17, 0.15, -0.04], [0.23, -0.07, -0.09], [1.03, -0.76, 0.54], [-0.02, -0.01, -0.02], [0.03, 0.04, -0.08], [-0.02, 0.00, -0.04], [-0.02, -0.02, 0.10], [-0.08, 0.02, 0.06], [-0.46, 0.12, -0.10], [-0.47, 0.49, -0.41], [-0.06, -0.02, 0.12], [-0.19, 0.51, -0.07], [-0.01, 0.05, 0.02], [-0.03, 0.18, -0.71], [0.08, -0.05, -0.02], [0.04, 0.00, -0.13], [-0.16, 0.00, -0.01], [-0.60, 0.00, 0.08], [0.09, -0.02, 0.17], [0.08, 0.10, 0.01], [0.02, -0.05, 0.04], [0.04, -0.03, 0.06], [0.02, 0.01, -0.07], [-0.08, 0.05, -0.01], [-0.02, 0.03, 0.06], [-0.03, -0.01, -0.06], [0.02, -0.02, 0.01], [-0.05, 0.06, 0.03], [0.12, 0.01, -0.02], [-0.02, -0.05, 0.05], [-0.01, 0.15, 0.00], [-0.04, -0.02, 0.10], [-0.01, -0.03, 0.00], [0.01, -0.06, -0.03], [0.03, -0.01, -0.04], [0.06, 0.04, -0.04], [-0.15, -0.07, 0.10], [0.02, 0.06, -0.06], [0.03, -0.02, -0.05], [0.06, 0.05, 0.09], [0.03, -0.05, -0.06]], "lowdin_charge": [1.045, -0.067, -0.057, -0.025, -0.241, 0.026, -0.193, -0.204, -0.024, -0.068, -0.048, -0.119, 0.037, 0.082, 0.102, 0.102, -0.001, 0.104, 0.100, 0.086, 0.082, -0.024, -0.381, -0.111, -0.099, -0.077, -0.127, -0.095, -0.017, -0.375, -0.243, 0.075, 0.080, 0.080, 0.089, 0.080, 0.097, 0.068, -0.060, -0.316, -0.041, -0.067, -0.070, 0.083, 0.012, 0.086, 0.020, 0.120, 0.117, -0.120, -0.113, -0.325, -0.128, -0.375, -0.089, -0.071, -0.517, -0.051, -0.126, -0.183, -0.050, -0.103, -0.136, -0.092, -0.035, 0.076, 0.065, 0.083, 0.073, 0.075, 0.069, 0.044, 0.106, 0.099, 0.092, 0.096, 0.098, 0.439, -1.023, 0.508, 0.020, -0.028], "energy_ev": -356257.853, "total_charge": -2, "de_lowest_kcal_mol": 0.0, "orbital_gap_ev": 4.7, "e_homo_ev": -1.065, "e_lumo_ev": 3.68}

{"formula": "C4H12", "method": "wB97M-V/def2-TZVPD", "elements": ["C", "C", "H", "H", "H", "H", "H", "H", "C", "C", "H", "H", "H", "H", "H", "H"], "positions_angstrom": [[-1.643, -1.454, -0.100], [-2.345, -0.159, 0.476], [-0.823, -1.828, 0.553], [-2.164, -2.470, -0.113], [-1.273, -1.260, -1.108], [-3.393, -0.042, 0.452], [-2.030, 0.005, 1.489], [-2.110, 0.663, -0.194], [2.705, 1.047, -0.093], [1.242, 0.588, -0.355], [3.109, 0.461, 0.879], [3.531, 1.108, -0.771], [2.664, 2.066, 0.102], [0.498, 1.367, -0.221], [1.041, -0.056, 0.519], [1.188, -0.142, -1.156]], "forces_ev_per_angstrom": [[-0.53, -1.38, 0.83], [1.23, -0.99, -1.03], [0.02, 1.09, -0.44], [-0.43, 1.68, -0.27], [0.09, -0.18, 0.18], [-1.51, -0.97, 0.09], [0.27, 0.41, 0.35], [0.83, 0.32, 0.30], [0.21, -1.75, 2.69], [1.42, -1.54, 1.37], [-0.70, 1.59, -2.22], [-0.01, -1.13, -1.31], [-0.18, 2.00, 1.28], [0.05, 0.11, -0.98], [-0.18, 0.15, -0.25], [-0.59, 0.59, -0.58]], "nbo_charge": [-0.630, -0.622, 0.209, 0.210, 0.208, 0.210, 0.208, 0.207, -0.620, -0.631, 0.192, 0.214, 0.203, 0.217, 0.209, 0.215], "energy_ev": -4341.113, "total_charge": 0, "smiles": "CC.CC", "de_lowest_kcal_mol": 32.6, "orbital_gap_ev": 12.3, "e_homo_ev": -11.221, "e_lumo_ev": 1.12}